{"formula": "C2H8N4", "method": "ωB97M-V/def2-TZVPD", "e_lumo_ev": 0.93, "e_above_lowest_kj_mol": 471.4, "homo_ev": -7.22, "e_tot_ev": -8159.3655, "species": ["N", "N", "H", "H", "H", "H", "C", "C", "N", "N", "H", "H", "H", "H"], "positions_angstrom": [[-0.71, 0.66, 0.86], [-1.03, 0.23, 2.19], [-1.38, -0.73, 2.17], [-0.20, 0.18, 2.77], [-1.49, 1.19, 0.47], [0.25, 1.08, 0.58], [-0.40, -0.60, -0.25], [1.90, 0.41, -1.58], [1.34, 0.29, -0.47], [-1.25, -0.60, -1.21], [-1.39, -1.54, -1.57], [0.02, -1.47, 0.26], [2.84, 0.97, -1.71], [1.50, -0.05, -2.51]]}

***

{"formula": "C2H4Br2ClO2P", "method": "ωB97M-V/def2-TZVPD", "smiles": "O=CCBr.O=PCl.Br", "e_lumo_ev": -1.54, "e_above_lowest_kj_mol": 17.7, "homo_ev": -10.17, "e_tot_ev": -168129.8700, "species": ["O", "C", "C", "Br", "H", "H", "H", "O", "P", "Cl", "Br", "H"], "positions_angstrom": [[-1.27, -1.17, 0.05], [-0.81, -0.32, 0.76], [-0.26, -0.60, 2.14], [-0.78, 0.94, 3.21], [-0.87, 0.67, 0.33], [0.91, -0.54, 2.23], [-0.54, -1.60, 2.45], [0.36, 1.19, -2.32], [-0.72, 1.07, -3.33], [-0.27, -0.71, -4.15], [2.57, 0.41, -0.24], [1.68, 0.64, -1.14]]}

***

{"formula": "C14H30GeN2O2PtS5Se", "method": "ωB97M-V/def2-TZVPD", "e_lumo_ev": [-0.11, -0.11], "e_above_lowest_kj_mol": 0.0, "homo_ev": [-6.67, -6.67], "e_tot_ev": -201364.8823, "species": ["Pt", "N", "C", "C", "C", "N", "H", "H", "H", "H", "H", "H", "H", "H", "H", "H", "C", "O", "C", "O", "H", "H", "H", "C", "Ge", "C", "C", "C", "Se", "C", "H", "H", "H", "H", "H", "H", "H", "H", "H", "H", "H", "H", "H", "H", "C", "S", "C", "C", "S", "S", "C", "S", "S", "H", "H", "H"], "positions_angstrom": [[0.21, -0.79, 1.37], [-2.86, -0.91, 1.61], [-3.12, -2.26, 2.06], [-2.62, -2.48, 3.47], [-1.13, -2.71, 3.69], [-0.27, -1.54, 3.49], [-3.34, -0.24, 2.22], [-3.22, -0.78, 0.67], [-2.61, -2.95, 1.38], [-4.19, -2.50, 2.02], [-3.12, -3.38, 3.85], [-2.97, -1.66, 4.11], [-0.77, -3.49, 3.02], [-1.03, -3.09, 4.72], [0.69, -1.75, 3.78], [-0.59, -0.75, 4.04], [0.17, -4.70, -0.01], [0.21, -3.53, 0.81], [-0.15, -2.37, 0.19], [-0.52, -2.38, -0.97], [0.45, -5.52, 0.65], [0.89, -4.61, -0.83], [-0.83, -4.85, -0.42], [-2.47, 2.63, -3.74], [-1.42, 2.92, -2.12], [0.30, 3.75, -2.57], [-2.39, 4.05, -0.85], [-1.15, 1.16, -1.25], [0.62, 0.82, -0.51], [1.29, -0.18, -2.02], [-2.69, 3.57, -4.24], [-3.42, 2.15, -3.49], [-1.94, 1.99, -4.43], [0.13, 4.73, -3.01], [0.85, 3.15, -3.28], [0.91, 3.87, -1.68], [-2.41, 5.09, -1.19], [-1.91, 4.03, 0.12], [-3.41, 3.71, -0.74], [-1.36, 0.35, -1.95], [-1.85, 1.06, -0.42], [1.21, 0.44, -2.91], [0.71, -1.10, -2.11], [2.34, -0.40, -1.83], [4.04, 3.32, -0.50], [4.16, 2.45, 1.07], [4.09, 0.78, 0.53], [3.37, -0.20, 1.13], [2.29, -0.09, 2.49], [3.61, -1.80, 0.47], [4.71, -1.40, -0.80], [5.30, -2.47, -1.90], [5.13, 0.28, -0.79], [3.99, 4.38, -0.26], [3.14, 3.04, -1.03], [4.91, 3.16, -1.13]]}

***

{"formula": "C5H6O", "method": "ωB97M-V/def2-TZVPD", "e_lumo_ev": [0.01, 0.01], "e_above_lowest_kj_mol": 522.0, "homo_ev": [-7.59, -7.59], "e_tot_ev": -7323.8744, "species": ["O", "C", "C", "C", "C", "C", "H", "H", "H", "H", "H", "H"], "positions_angstrom": [[-1.38, -1.03, -0.31], [-0.70, -0.61, 0.70], [-0.42, 0.92, 0.60], [0.26, 0.88, -0.77], [1.23, -0.09, -0.52], [1.42, -1.09, 0.21], [-0.81, -1.20, 1.60], [0.21, 1.25, 1.44], [-1.37, 1.47, 0.63], [-0.97, -0.36, -1.03], [0.25, 1.65, -1.53], [2.08, -1.58, 0.90]]}

***

What is the formula in the third record?
C14H30GeN2O2PtS5Se